No. 1
Here is C29H41ClNO2SeZr as an isolated structure from the OMol25 dataset. Energies are from wB97M-V/def2-TZVPD.

Structure (XYZ):
```
76
Properties=species:S:1:pos:R:3:forces:R:3
Zr -9.640 -10.042 0.009 -0.4 -0.7 0.3
C -10.552 -7.813 7.614 0.2 0.6 -0.1
C -11.631 -8.296 6.613 0.0 0.8 0.5
C -12.804 -7.287 6.628 0.8 0.2 0.2
C -12.164 -9.647 7.069 -0.3 0.2 0.3
C -11.030 -8.412 5.233 0.3 -0.6 -0.8
C -10.751 -9.661 4.638 0.1 0.1 -0.4
C -10.224 -9.656 3.346 -0.2 -0.1 -0.3
Se -9.513 -11.282 2.526 0.5 0.5 0.3
C -10.967 -12.446 2.167 0.1 0.7 0.5
C -11.434 -13.270 3.166 -0.4 -0.7 0.7
C -12.501 -14.118 2.885 0.1 -0.7 0.5
C -12.981 -14.206 1.565 1.4 0.5 -0.2
C -12.420 -13.479 0.509 0.3 1.7 0.2
C -11.484 -12.420 0.902 -1.2 -1.6 -1.7
O -11.028 -11.472 0.025 0.7 0.3 0.2
C -12.804 -13.772 -0.972 0.2 -0.1 0.3
C -14.239 -13.346 -1.295 0.4 -0.1 -0.1
C -11.825 -13.119 -1.991 0.1 -1.3 0.1
C -12.753 -15.295 -1.175 0.7 0.3 0.7
C -13.081 -15.083 3.948 -0.7 -0.3 -0.8
C -14.610 -14.925 3.936 -0.7 -0.6 0.2
C -12.823 -16.566 3.573 0.4 0.2 0.1
C -12.640 -14.733 5.361 0.6 0.6 -0.3
C -10.048 -8.486 2.591 0.1 -0.4 0.8
O -9.629 -8.601 1.300 0.0 -0.5 -0.6
C -10.228 -7.237 3.186 -0.2 -0.4 0.1
C -10.708 -7.262 4.498 -0.2 -0.4 -0.3
C -9.869 -5.973 2.421 0.1 0.6 0.3
C -9.912 -4.750 3.327 -1.7 -1.0 1.3
C -10.792 -5.714 1.206 1.5 -1.1 -0.7
C -8.412 -6.046 1.949 0.5 1.4 0.3
H -10.940 -7.898 8.638 0.2 0.0 -0.2
H -10.188 -6.757 7.478 -0.7 -0.8 -0.1
H -9.666 -8.425 7.499 0.2 -0.3 0.2
H -13.305 -7.330 7.592 0.1 0.1 0.1
H -13.524 -7.565 5.889 -0.6 -0.1 -0.6
H -12.464 -6.252 6.444 -0.2 -0.5 0.1
H -12.721 -9.498 8.006 0.2 -0.2 -0.2
H -11.347 -10.349 7.248 -0.2 -0.1 0.0
H -12.857 -10.047 6.320 0.1 -0.1 0.2
H -10.956 -10.656 5.075 0.2 0.9 0.1
H -10.950 -13.252 4.153 -0.4 -0.1 -0.5
H -13.706 -14.963 1.345 -0.3 -0.2 -0.1
H -14.296 -12.285 -1.204 -0.4 0.9 0.1
H -14.967 -13.805 -0.633 0.0 -0.1 0.1
H -14.489 -13.603 -2.328 0.0 -0.1 0.1
H -12.029 -12.084 -2.148 -0.4 0.7 -0.3
H -11.931 -13.697 -2.921 0.0 0.5 0.1
H -10.764 -13.148 -1.708 -0.3 -0.4 0.1
H -13.520 -15.802 -0.601 -0.3 -0.1 -0.1
H -11.809 -15.639 -0.746 0.1 -0.3 -0.5
H -12.853 -15.536 -2.229 0.1 -0.2 0.0
H -15.103 -15.400 3.042 0.5 0.9 0.7
H -14.846 -13.869 4.071 -0.4 0.0 -0.3
H -15.042 -15.455 4.810 0.3 0.2 -0.4
H -13.545 -16.961 2.839 0.7 0.4 -0.2
H -13.013 -17.189 4.423 -0.2 -0.3 0.8
H -11.771 -16.758 3.331 -0.3 0.0 -0.4
H -12.895 -13.687 5.564 0.3 0.0 0.0
H -11.589 -14.923 5.588 0.1 0.2 -0.3
H -13.178 -15.295 6.083 -0.7 -0.7 0.5
H -10.933 -6.333 4.969 0.1 0.5 0.2
H -10.931 -4.584 3.720 0.2 0.1 -0.4
H -9.634 -3.895 2.780 0.5 1.1 -0.5
H -9.324 -4.880 4.233 0.5 0.1 -0.2
H -11.817 -5.517 1.466 -0.4 -0.2 0.1
H -10.658 -6.576 0.497 -0.6 0.7 0.6
H -10.381 -4.863 0.661 -0.2 0.2 0.1
H -7.682 -6.068 2.783 -0.5 -0.2 -0.3
H -8.184 -5.114 1.396 -0.1 -0.4 0.2
H -8.242 -6.853 1.288 0.3 -0.8 -0.6
Cl -7.701 -10.147 -1.401 -0.7 0.0 0.5
N -11.509 -8.485 -2.555 -0.9 0.2 0.3
C -11.167 -8.968 -1.566 0.6 0.2 -0.6
H -12.087 -8.012 -3.243 0.5 -0.2 0.1
```
Forces are in eV/Å.

For the energy above the lowest of the compared OMol25 structures with the same formula, charge and spin, the calculation gives 0.0 kJ/mol. The value obtained for the energy is -115470.202 eV. As for the spin multiplicity: 1. For the largest force on an atom, the calculation gives 2.6 eV/A. As for the charge: +1. The calculation puts the LUMO energy at -0.1469 hartree. The orbital gap is 7.24 eV.

For reference, the Löwdin charges in units of e are: Zr 1.295; C -0.036; C -0.563; C -0.038; C -0.067; C -0.149; C -0.024; C -0.357; Se 1.207; C -0.444; C -0.056; C -0.140; C 0.040; C -0.037; C -0.298; O -0.391; C -0.517; C -0.038; C -0.048; C -0.050; C -0.541; C -0.064; C -0.034; C -0.064; C -0.326; O -0.375; C -0.077; C 0.055; C -0.531; C -0.060; C -0.021; C -0.038; H 0.091; H 0.100; H 0.081; H 0.087; H 0.080; H 0.087; H 0.095; H 0.088; H 0.093; H 0.112; H 0.112; H 0.107; H 0.072; H 0.087; H 0.096; H 0.050; H 0.092; H 0.086; H 0.075; H 0.098; H 0.088; H 0.095; H 0.090; H 0.096; H 0.086; H 0.073; H 0.093; H 0.092; H 0.091; H 0.072; H 0.096; H 0.096; H 0.075; H 0.095; H 0.085; H 0.071; H 0.086; H 0.110; H 0.100; H 0.050; Cl -0.049; N 0.201; C -0.026; H 0.136


No. 2
Here is C29H41N10O5S3Tb as an isolated structure from the OMol25 dataset. Energies are from wB97M-V/def2-TZVPD.

Structure (XYZ):
```
89
Properties=species:S:1:pos:R:3:forces:R:3
Tb -0.016 0.153 0.277 -0.1 0.5 0.5
C -1.458 3.965 0.119 0.0 0.0 0.0
C -2.430 2.837 -0.012 0.0 0.0 0.0
N -2.159 1.545 0.038 0.1 -0.4 0.0
C -3.322 0.791 -0.071 0.1 0.0 0.0
C -4.453 1.520 -0.219 -0.1 0.1 -0.1
S -4.083 3.178 -0.213 0.0 0.1 0.0
C -3.288 -0.669 0.045 0.2 0.0 0.0
C -4.356 -1.478 -0.149 -0.1 -0.1 0.0
S -3.960 -3.077 0.265 0.0 -0.1 0.0
C -2.369 -2.609 0.650 -0.1 0.0 0.0
N -2.136 -1.320 0.477 0.0 0.3 0.0
C -1.411 -3.639 1.146 0.0 0.0 -0.1
H -0.691 3.720 0.847 0.0 0.0 0.0
H -1.975 4.870 0.433 0.0 0.0 0.0
H -0.975 4.173 -0.837 0.0 0.0 0.0
H -5.471 1.173 -0.302 0.1 0.0 0.0
H -5.344 -1.208 -0.488 0.0 0.0 0.0
H -1.944 -4.463 1.617 0.0 0.0 0.0
H -0.719 -3.221 1.874 0.0 0.0 0.0
H -0.834 -4.058 0.320 0.0 0.0 0.0
C 2.651 1.032 3.645 0.0 0.0 0.1
N 1.491 0.464 4.321 0.1 0.1 0.0
C 0.342 0.149 3.738 -0.1 -0.1 -0.1
N -0.657 -0.326 4.487 -0.1 0.0 0.1
O 0.160 0.274 2.480 0.1 0.0 -0.3
H 2.785 2.075 3.929 0.0 0.0 0.0
H 2.509 0.964 2.574 0.0 0.0 0.0
H 3.542 0.472 3.919 0.0 0.0 0.0
H 1.561 0.342 5.319 0.0 0.0 0.0
H -0.566 -0.485 5.476 0.0 0.0 0.0
H -1.525 -0.568 4.045 0.0 0.0 0.0
C 2.317 4.162 0.579 0.0 0.0 0.0
N 2.088 3.951 -0.847 -0.1 0.1 0.1
C 2.307 5.129 -1.690 0.1 0.0 0.0
C 1.429 2.862 -1.259 0.2 -0.1 -0.1
O 0.778 2.155 -0.430 -0.3 -0.3 0.0
N 1.455 2.504 -2.562 0.1 -0.1 0.0
C 2.634 2.719 -3.412 -0.1 0.0 0.0
C 0.567 1.432 -2.987 0.0 0.1 0.0
H 1.570 4.837 1.006 0.0 0.0 0.0
H 3.299 4.615 0.711 0.0 0.0 0.0
H 2.287 3.214 1.106 0.0 0.0 0.0
H 1.855 5.993 -1.199 0.0 0.0 0.0
H 1.837 5.004 -2.659 0.0 0.0 0.0
H 3.369 5.329 -1.823 0.0 0.0 0.0
H 3.466 3.089 -2.820 0.0 0.0 0.0
H 2.429 3.419 -4.221 0.0 0.0 0.0
H 2.924 1.764 -3.852 0.0 0.0 0.0
H -0.425 1.566 -2.555 0.0 0.0 0.0
H 0.967 0.445 -2.719 0.0 0.0 0.0
H 0.459 1.472 -4.067 0.0 0.0 0.0
C 5.723 -0.415 1.201 -0.1 0.0 0.0
C 5.015 -0.468 -0.164 0.1 -0.1 -0.1
C 5.625 0.552 -1.139 -0.1 0.0 0.0
C 5.074 -1.893 -0.746 -0.1 0.0 0.0
C 3.600 -0.122 0.039 0.2 0.1 0.1
N 2.497 0.144 0.223 0.2 -0.1 0.0
H 6.772 -0.669 1.054 0.0 0.0 0.0
H 5.295 -1.138 1.897 0.0 0.0 0.0
H 5.669 0.583 1.638 0.0 0.0 0.0
H 6.670 0.292 -1.301 0.0 0.0 0.0
H 5.585 1.564 -0.730 0.0 0.0 0.0
H 5.115 0.533 -2.104 0.0 0.0 0.0
H 6.118 -2.151 -0.922 0.0 0.0 0.0
H 4.539 -1.958 -1.696 0.0 0.0 0.0
H 4.658 -2.627 -0.054 0.0 0.0 0.0
O 5.630 -6.853 1.789 0.0 0.0 0.0
S 4.272 -7.268 2.071 0.0 -0.1 0.1
O 3.469 -6.263 2.762 0.0 0.0 0.0
O 4.074 -8.621 2.519 0.0 0.1 -0.1
C 3.511 -7.221 0.408 -0.1 0.0 -0.1
N 3.308 -8.302 -0.358 0.1 0.3 -0.1
C 2.644 -8.110 -1.494 0.1 0.0 0.2
C 2.063 -6.887 -1.836 -0.2 0.0 -0.3
C 2.328 -5.845 -0.971 0.3 0.0 0.0
N 3.114 -5.997 0.081 0.0 -0.3 0.1
C 1.756 -4.482 -0.991 -0.2 0.2 0.0
C 1.083 -3.858 -2.041 0.1 -0.1 0.0
C 0.598 -2.576 -1.868 -0.1 0.1 -0.2
N 0.743 -1.881 -0.731 -0.2 -0.1 0.0
C 1.370 -2.506 0.284 0.0 0.2 0.0
C 1.876 -3.766 0.209 0.1 -0.2 0.1
H 2.547 -8.971 -2.144 -0.1 0.0 0.0
H 1.421 -6.788 -2.703 0.1 -0.1 0.0
H 0.955 -4.351 -2.996 0.0 0.0 0.0
H 0.081 -2.072 -2.676 0.0 0.0 0.0
H 1.485 -1.952 1.214 0.0 0.0 0.0
H 2.374 -4.245 1.049 0.0 0.0 0.0
```
Forces are in eV/Å.

For the energy above the lowest of the compared OMol25 structures with the same formula, charge and spin, the calculation gives 57.7 kJ/mol. The value obtained for the energy is -110808.065 eV. As for the spin multiplicity: 7. For the largest force on an atom, the calculation gives 0.7 eV/A. As for the charge: +2. As for the expectation value of S²: 12.68. The calculation puts the LUMO energy (spin up / spin down) at -0.2114 / -0.2045 hartree. The orbital gap (spin up / spin down) is 4.93 / 5.11 eV.

For reference, the Löwdin charges in units of e are: Tb 1.761; C -0.061; C -0.607; N -0.035; C -0.332; C -0.306; S 1.181; C -0.337; C -0.310; S 1.184; C -0.608; N -0.033; C -0.050; H 0.074; H 0.091; H 0.091; H 0.095; H 0.095; H 0.097; H 0.086; H 0.083; C -0.021; N 0.069; C -0.533; N 0.223; O -0.210; H 0.100; H 0.041; H 0.100; H 0.165; H 0.136; H 0.127; C -0.010; N -0.108; C -0.013; C -0.489; O -0.232; N -0.107; C -0.015; C -0.030; H 0.100; H 0.106; H 0.077; H 0.105; H 0.090; H 0.105; H 0.091; H 0.102; H 0.099; H 0.085; H 0.079; H 0.112; C -0.017; C -0.566; C -0.024; C -0.010; C -0.076; N 0.128; H 0.107; H 0.099; H 0.091; H 0.105; H 0.091; H 0.086; H 0.109; H 0.095; H 0.094; O -0.345; S 0.400; O -0.387; O -0.325; C -0.308; N 0.156; C -0.088; C 0.013; C -0.242; N 0.122; C -0.090; C 0.030; C -0.113; N -0.129; C -0.218; C 0.012; H 0.119; H 0.108; H 0.127; H 0.118; H 0.096; H 0.132